(1)
Below is C28H31PSbTi as an isolated structure, with properties calculated with wB97M-V/def2-TZVPD.

2S+1: 3
Total charge: +1
Orbital gap (spin up / spin down) (eV): 6.67 / 7.10

Structure (XYZ):
```
62
Properties=species:S:1:pos:R:3:forces:R:3
Ti -0.65323 -0.32613 1.14828 0.489 1.682 0.537
C 2.72626 -0.50765 1.46581 0.085 -0.135 -0.115
C 1.42044 -0.21646 2.14044 0.504 0.017 0.246
C 0.93294 1.09689 2.22171 0.413 0.155 0.075
C -0.24021 1.39173 2.93199 0.031 0.074 0.233
C -1.01045 0.36860 3.46857 -0.137 0.181 0.281
C -0.54865 -0.95819 3.39343 0.294 -0.515 0.535
C 0.69085 -1.23136 2.79918 0.085 0.054 0.569
H 2.59370 -1.24486 0.66887 0.043 0.081 0.083
H 3.44078 -0.91437 2.18368 0.013 0.024 -0.011
H 3.14850 0.39787 1.02993 -0.012 -0.064 0.028
H 1.53628 1.90790 1.82145 -0.162 -0.186 -0.057
H -0.52152 2.42529 3.09792 -0.133 -0.079 -0.235
H -1.90364 0.60229 4.03807 0.006 -0.067 -0.241
H -1.07627 -1.75045 3.91976 0.048 0.146 -0.209
H 1.12692 -2.21776 2.91694 -0.227 0.057 -0.313
C -4.07143 -2.09525 -5.51946 0.006 -0.004 -0.039
C -4.69271 -2.30079 -4.29706 -0.113 -0.077 -0.007
C -4.13962 -1.78850 -3.13605 0.107 0.037 -0.031
C -2.95743 -1.05917 -3.20741 0.022 0.341 0.168
C -2.34754 -0.83542 -4.44029 -0.102 0.026 0.177
C -2.90019 -1.35970 -5.59310 0.021 -0.050 -0.084
P -2.00112 -0.44565 -1.78184 -0.192 -0.930 -0.451
C -3.20943 -0.41140 -0.39978 0.193 -0.054 -0.124
C -4.39160 0.30337 -0.59283 -0.026 0.028 0.079
C -5.28906 0.48011 0.44394 0.051 -0.001 -0.003
C -5.00902 -0.02837 1.70536 0.117 -0.115 0.112
C -3.82602 -0.71570 1.92276 -0.134 -0.051 0.121
C -2.91512 -0.89366 0.88326 -0.599 -0.180 -0.196
C -1.02100 -1.92187 -1.34534 -0.019 0.195 -0.238
C -1.02886 -3.05383 -2.15672 -0.053 0.023 0.094
C -0.31533 -4.17474 -1.77688 0.042 -0.014 -0.004
C 0.44235 -4.13120 -0.62015 0.114 -0.090 0.072
C 0.47992 -2.98240 0.15409 0.163 -0.298 -0.096
C -0.24381 -1.83284 -0.17792 0.223 -0.818 -0.309
H -4.49719 -2.51251 -6.41825 -0.083 -0.037 -0.092
H -5.60590 -2.87672 -4.24941 -0.054 -0.023 0.010
H -4.61600 -1.96847 -2.18198 -0.018 -0.033 0.033
H -1.42653 -0.26828 -4.47920 0.048 0.058 -0.067
H -2.41431 -1.20041 -6.54286 0.026 0.017 -0.119
H -4.60707 0.71339 -1.57063 -0.068 -0.005 -0.065
H -6.20851 1.01891 0.27482 -0.097 0.056 -0.032
H -5.71214 0.10717 2.51283 -0.059 -0.012 0.062
H -3.62366 -1.14478 2.89848 0.016 0.050 -0.054
H -2.06319 -1.59984 1.03684 -0.859 -0.277 -0.166
H -1.61002 -3.06849 -3.06733 -0.033 -0.061 -0.008
H -0.36442 -5.07685 -2.36696 0.056 -0.061 -0.101
H 1.00697 -4.99802 -0.30817 0.049 -0.087 -0.007
H 1.09647 -3.02387 1.04376 -0.018 0.035 -0.040
C -1.80130 2.76652 -2.12843 0.216 -0.201 0.179
Sb -1.01036 2.13104 -0.23406 -0.439 1.518 -0.138
C -2.65882 2.88052 0.94824 0.115 -0.143 -0.080
C 0.17403 3.91582 0.09442 0.007 -0.456 -0.163
H -1.94296 3.84057 -2.11997 0.008 0.216 0.092
H -2.75412 2.27441 -2.31044 0.007 -0.019 0.048
H -1.11049 2.49506 -2.92144 0.040 -0.052 -0.057
H -2.27957 3.57426 1.69400 0.046 0.054 0.053
H -3.18104 2.06551 1.44283 -0.049 -0.004 0.027
H -3.34980 3.40782 0.29573 -0.055 0.030 -0.038
H -0.44464 4.77745 -0.13541 -0.115 0.041 -0.016
H 1.03631 3.91560 -0.56422 0.134 0.024 -0.054
H 0.51346 3.98771 1.12275 0.020 -0.022 0.142
```
Positions in Å, forces in eV/Å.

=====

(2)
Below is C28H32Al2B2Br5CaFI2NO20 as an isolated structure, with properties calculated with wB97M-V/def2-TZVPD.

Total charge: +1
Orbital gap (eV): 0.96
ΔE to the lowest compared entry with this formula, charge and spin (kcal/mol): 0.0

Structure (XYZ):
```
94
Properties=species:S:1:pos:R:3:forces:R:3
C -0.04433 2.07762 5.68118 0.472 0.433 -0.454
C 0.62931 1.39413 4.50185 -0.531 0.166 0.496
I 2.28418 2.62381 3.88596 0.096 -0.138 -0.076
C -0.37931 1.07616 3.38941 0.498 0.073 -0.356
C 0.25027 0.87852 2.03207 -0.528 0.123 1.073
C 0.78960 -0.34210 1.63151 0.598 -0.348 -0.013
B 0.73253 -1.63260 2.59765 0.003 -0.572 -0.105
O 0.35341 -2.84154 2.07223 -0.432 0.564 0.330
O 1.09412 -1.57987 3.91152 -0.143 1.245 -0.131
C 1.41085 -0.43332 0.37376 0.073 -0.141 0.052
C 2.00138 -1.75856 -0.05396 0.118 0.280 -0.053
C 1.21862 -2.42812 -1.16530 1.471 0.469 -0.276
O 1.65154 -2.82044 -2.18241 -0.604 -0.111 0.130
Br -0.71587 -2.63090 -0.78183 -0.662 -0.257 -0.445
C 1.48503 0.69848 -0.46922 0.653 -1.220 -0.844
C 2.16794 0.66734 -1.80828 0.189 -0.328 0.067
O 3.43342 1.24502 -1.65763 -0.296 0.700 0.595
C 3.92635 1.93433 -2.77519 0.510 -0.638 -0.954
O 5.04645 2.64557 -2.40736 -0.094 -0.249 0.048
C 4.87004 3.49246 -1.30866 0.443 1.031 0.362
C 5.78045 3.16426 -0.12654 -0.681 -0.176 -0.040
O 5.03514 2.61438 0.94924 0.032 -0.076 0.179
C 0.92007 1.86347 -0.05701 -0.180 0.884 0.156
C 0.30547 1.95451 1.17706 -0.098 0.556 0.151
C -0.18289 3.34526 1.37533 0.477 -1.230 0.164
O -0.60521 3.88037 2.35730 -0.795 0.377 -0.248
N -0.00285 3.98586 0.11455 -0.794 0.162 -0.677
C -1.12256 4.52935 -0.63057 -0.043 2.085 1.648
C -2.50367 4.49751 0.13430 -0.049 -0.028 -0.848
C -3.17719 3.14600 0.14385 -0.040 0.199 0.751
I -3.37627 2.30524 -1.79172 -0.863 1.368 -0.392
C 0.81439 3.18672 -0.72061 0.124 -0.720 0.267
O 1.24460 3.63737 -1.75330 -0.186 -0.528 -0.368
H 0.72436 2.31108 6.40327 -0.023 -0.153 0.527
H -0.44484 3.03807 5.37682 -0.340 0.159 -0.092
H -0.82540 1.46212 6.10999 -0.151 -0.167 0.153
H 1.06312 0.48055 4.86739 0.491 -0.205 -0.237
H -1.08307 1.89396 3.33223 -0.219 0.172 0.049
H -0.93952 0.18580 3.65345 -0.100 -0.205 0.253
H -0.60281 -2.95923 2.05955 -0.132 -0.728 -0.269
H 0.34837 -1.76416 4.48886 0.215 -0.757 0.384
H 3.12103 -1.68737 -0.37414 -1.141 0.125 -0.046
H 2.01068 -2.47066 0.76105 -0.013 -0.102 0.155
H 2.31306 -0.34536 -2.15263 -0.167 -0.415 -0.262
H 1.53282 1.19289 -2.52304 0.124 0.209 -0.268
H 4.26906 1.21795 -3.51939 0.109 -0.139 -0.161
H 3.16077 2.54913 -3.26042 -0.297 0.290 0.349
H 5.10091 4.52031 -1.61598 0.061 0.035 -0.338
H 3.85332 3.48401 -0.91150 -0.176 -0.278 -0.055
H 6.21758 4.07941 0.24723 0.281 0.161 0.094
H 6.54295 2.47872 -0.47499 0.355 -0.023 -0.018
H 5.03839 1.65962 0.85757 -0.073 -0.191 0.008
H -0.85085 5.62021 -0.85010 0.205 -0.900 -0.430
H -1.22162 4.09335 -1.61056 -0.032 -0.205 -0.292
H -2.45501 4.91742 1.19635 0.198 -0.996 -0.556
H -3.20854 5.19191 -0.43564 -0.058 -1.564 -0.109
H -4.17909 3.25640 0.52997 -0.332 -0.058 -0.013
H -2.65861 2.50764 0.85321 0.199 -0.482 -0.263
Al -2.05018 -0.19395 -1.20306 1.072 -1.921 0.548
F -2.26581 -4.69878 -1.69539 -0.375 -0.041 -0.747
B -3.76419 -8.24136 0.24515 0.030 -0.181 0.000
O -4.32053 -6.91928 0.61285 0.319 -0.077 0.076
C -3.35199 -6.18941 1.12366 -0.156 -0.013 -0.212
O -3.44697 -5.06614 1.52343 -0.038 0.720 0.285
C -2.05798 -7.01483 1.12100 0.323 -0.356 -0.104
O -0.98994 -6.64400 1.51724 0.096 0.224 0.079
O -2.33037 -8.20020 0.60747 -0.278 0.301 0.081
O -4.46742 -9.32931 0.94558 0.111 0.197 -0.379
C -4.99548 -10.14827 0.04296 -0.079 -0.139 0.445
O -5.63277 -11.13060 0.27275 -0.057 -0.070 -0.081
C -4.64320 -9.60518 -1.34985 0.163 0.224 -0.396
O -4.95574 -10.08737 -2.39712 -0.093 -0.090 -0.170
O -3.92561 -8.49557 -1.19688 -0.193 -0.189 0.225
C 3.07117 6.63437 -3.71179 0.061 0.319 0.438
O 3.37585 5.84204 -4.60418 -0.006 0.013 -0.223
O 3.88940 6.96386 -2.75187 -0.375 -1.069 0.541
O 1.88684 7.06500 -3.52403 -0.374 -0.412 0.030
Br -5.34692 -6.33280 -4.88928 0.066 0.178 0.333
C -3.51567 -5.93594 -5.32942 0.624 -0.285 -0.385
C -2.88723 -5.13048 -4.22087 -3.573 0.206 -0.766
Br -3.42499 -3.33209 -4.33126 0.412 -0.121 0.108
H -3.50603 -5.40496 -6.27446 -0.002 0.022 -0.033
H -3.03174 -6.90117 -5.45281 0.108 0.015 0.167
H -1.60919 -5.06041 -4.29231 1.751 -0.256 -0.063
H -3.05839 -5.47164 -3.16111 1.625 0.243 0.788
Al 2.63617 5.70412 -1.41942 0.660 1.598 -0.508
Br 4.74827 -1.82418 -1.47935 0.532 0.021 -0.204
Br -0.42368 -5.29973 -5.38927 -0.679 0.144 0.765
Ca -2.25167 6.78466 0.14495 0.869 3.052 1.115
C 0.10110 6.51913 4.20548 1.319 -0.621 0.197
O -0.31213 7.68868 4.58102 -0.336 0.012 -0.199
H 0.28817 5.74689 4.98782 -0.540 0.125 0.143
H -0.62507 5.94106 3.50587 -0.485 0.353 -0.360
H 1.03183 6.47782 3.58881 -0.213 0.335 -0.286
```
Positions in Å, forces in eV/Å.

=====

(3)
Below is C28H32AuN5 as an isolated structure, with properties calculated with wB97M-V/def2-TZVPD.

2S+1: 3
Total charge: +2
Orbital gap (spin up / spin down) (eV): 5.83 / 4.87

Structure (XYZ):
```
66
Properties=species:S:1:pos:R:3:forces:R:3
Au 0.12474 0.12606 0.76193 -0.502 0.152 -0.633
C -4.55033 -0.39801 -2.93963 0.178 0.045 0.067
C -5.19254 -0.34632 -1.70895 -0.092 -0.018 -0.071
C -4.46772 -0.26429 -0.54215 0.503 0.069 0.179
C -3.06390 -0.18889 -0.60021 -1.593 -0.304 -1.853
C -2.42311 -0.21639 -1.84590 0.137 0.048 0.582
C -3.16377 -0.33873 -3.00189 -0.156 -0.023 -0.191
N -2.30994 -0.07415 0.52017 1.838 0.776 3.905
N -2.79996 0.05033 1.67666 -1.460 -0.291 -3.205
C -2.04788 0.25202 2.75590 1.374 0.136 1.734
C -2.68879 0.43478 4.00069 -0.137 -0.066 -0.679
C -1.94639 0.54714 5.15014 0.075 0.062 0.337
C -0.55782 0.53711 5.09655 -0.174 0.045 -0.285
C 0.08889 0.46673 3.86148 0.210 -0.227 0.269
C -0.63564 0.27137 2.71978 -0.335 -0.127 -0.046
H -5.12701 -0.45927 -3.84755 -0.084 -0.034 -0.115
H -6.27000 -0.35855 -1.66186 -0.108 -0.065 -0.004
H -4.94271 -0.23669 0.42534 -0.131 0.012 0.041
H -1.34752 -0.08773 -1.87387 0.067 0.010 -0.017
H -2.66739 -0.36518 -3.96143 0.017 0.058 -0.045
H -3.76694 0.49432 4.00387 -0.097 -0.102 0.110
H -2.44592 0.65216 6.10069 -0.042 0.002 0.069
H 0.02567 0.58051 6.00214 0.046 0.130 0.123
H 1.16726 0.51607 3.82862 0.155 0.002 -0.012
N 2.15820 -3.26722 -3.14635 0.245 -0.239 -0.133
C 1.22416 -2.30252 -2.45764 -0.390 0.598 0.319
C 2.01937 -1.40232 -1.52821 0.271 -0.124 0.010
C 2.59201 -2.08860 -0.26477 0.008 -0.246 -0.237
N 2.42085 -1.16829 0.86201 0.233 0.351 0.381
C 1.86784 -3.40510 0.04470 -0.269 0.299 0.075
C 0.36935 -3.32432 -0.23952 0.169 -0.593 -0.192
N -0.24754 -2.28988 0.60216 -0.121 -0.021 0.056
C 0.10330 -3.05223 -1.73484 0.052 -0.078 0.218
H 2.88628 -2.75818 -3.66564 -0.147 -0.188 0.099
H 1.65125 -3.87006 -3.80653 0.173 0.076 0.119
H 2.61915 -3.86498 -2.44700 -0.057 0.072 -0.333
H 0.79639 -1.68830 -3.25342 0.116 -0.158 -0.059
H 1.32068 -0.63577 -1.17358 0.054 0.041 -0.268
H 2.80860 -0.88657 -2.07904 -0.034 0.125 -0.005
H 3.66097 -2.30734 -0.41518 -0.210 0.033 0.035
H 3.18350 -0.49530 0.89571 -0.110 -0.063 0.071
H 2.44756 -1.66729 1.74589 0.107 0.004 -0.006
H 2.02400 -3.65660 1.09631 0.097 -0.135 -0.043
H 2.29327 -4.23619 -0.52335 0.031 -0.079 0.069
H -0.07132 -4.30531 0.00072 0.091 0.246 -0.062
H -0.04841 -2.50044 1.57644 -0.102 -0.046 0.060
H -1.25848 -2.34769 0.50756 0.010 0.014 0.031
H -0.81354 -2.46594 -1.81483 0.014 -0.026 -0.151
H -0.08293 -3.99910 -2.24368 -0.140 -0.055 -0.023
C 3.79370 4.15411 -0.54824 -0.082 0.306 -0.007
C 3.77400 2.76005 -0.42075 -0.076 -0.327 0.050
C 2.60981 2.11339 -0.11646 0.173 -0.079 -0.038
C 1.39822 2.80508 0.07614 0.240 0.659 -0.174
C 0.17282 2.19144 0.40067 -0.045 -0.624 -0.229
C -0.97908 2.91311 0.48201 -0.122 -0.018 -0.028
C -0.96855 4.30222 0.24687 0.097 0.023 0.054
C 0.20445 4.94184 -0.02046 -0.162 0.089 0.023
C 1.41236 4.22289 -0.10717 0.023 -0.525 0.110
C 2.63545 4.86298 -0.39526 0.218 0.029 -0.052
H 4.72092 4.65561 -0.77854 0.048 0.089 0.004
H 4.68337 2.19265 -0.55939 0.085 -0.007 -0.027
H 2.59246 1.03904 -0.04143 0.024 -0.029 -0.003
H -1.92691 2.45362 0.70840 -0.106 -0.121 0.081
H -1.90255 4.83767 0.29352 -0.082 0.153 0.017
H 0.22783 6.00790 -0.18443 -0.033 0.145 -0.009
H 2.63592 5.93756 -0.49391 0.018 0.139 -0.061
```
Positions in Å, forces in eV/Å.

=====

Calculated values (eV) of DFT total energy for the records, taken in order: -68472.7485, -474091.3806, -40679.8362.